Record 1
Molecular formula: C30H39Br66NO6
Method: DFT, ωB97M-V with the def2-TZVPD basis set

Computed properties:
2S+1   1
E_LUMO   -0.5 eV

Last column: Mulliken charge in e.
Positions of all 142 atoms, in Å:
1 C -3.88776 -3.03096 -1.70672  0.2491
2 C -4.77288 -3.82050 -0.67312  0.1093
3 C -4.93236 -3.02032 0.68078  -0.8543
4 N -3.74412 -3.10223 1.54662  -0.2832
5 O -3.05070 -1.87126 1.58605  0.1883
6 C -2.41267 -1.67996 2.78502  0.6023
7 O -2.80164 -0.80069 3.47180  -0.5275
8 O -1.32919 -2.42017 3.18506  -0.2747
9 C -0.10020 -1.80056 2.73170  0.0332
10 O 0.80690 -2.69325 2.14956  -0.3702
11 C 0.31229 -3.30839 0.96973  0.5922
12 O 0.81640 -2.70087 -0.22574  -0.4666
13 C -0.27052 -1.97256 -0.82502  0.7839
14 C 0.12601 -1.25806 -2.15598  0.6979
15 O -0.21879 -2.05250 -3.31426  -0.5117
16 H -3.54526 -3.69460 -2.52710  0.5301
17 H -3.03196 -2.59701 -1.13377  -0.5628
18 H -4.43009 -2.14477 -2.11946  0.0268
19 H -5.81071 -3.97789 -1.05064  -0.3740
20 H -4.29284 -4.78738 -0.39862  0.3333
21 H -5.28515 -1.98193 0.50349  0.3171
22 H -5.76314 -3.53006 1.23295  0.3683
23 H -3.10117 -3.80748 1.18105  0.1156
24 H 0.42854 -1.33304 3.59194  0.2103
25 H -0.37970 -0.94866 2.05936  -0.0358
26 H -0.79610 -3.42636 0.94112  -0.2368
27 H 0.73145 -4.35309 0.95850  -0.2269
28 H -0.64086 -1.19894 -0.11657  -0.3967
29 H -1.05518 -2.71893 -1.10448  0.1715
30 H -0.51220 -0.33939 -2.21875  -0.7897
31 H 1.18954 -0.94013 -2.19378  0.2653
32 H -0.87478 -1.53533 -3.79363  0.2497
33 C -0.05917 2.04782 -1.06946  -0.3423
34 Br -0.90035 1.02357 0.33945  0.1653
35 Br 1.85703 1.80206 -1.09296  -0.0132
36 Br -0.84955 1.67752 -2.79484  -0.0875
37 H -0.24324 3.09495 -0.85367  0.2938
38 C 0.16036 0.50232 6.88679  -0.3555
39 Br 1.66114 1.49806 6.17886  -0.0415
40 Br -0.72170 1.47124 8.30847  -0.0623
41 Br -1.07466 -0.00199 5.48747  0.1331
42 H 0.55889 -0.40945 7.31523  0.3680
43 C -8.67058 -4.02958 -3.14694  -0.3635
44 Br -8.61208 -3.44376 -1.30397  -0.0521
45 Br -6.91118 -4.46407 -3.82040  0.0049
46 Br -9.91427 -5.48692 -3.39504  -0.0626
47 H -9.03699 -3.19564 -3.73303  0.3836
48 C -4.49182 -2.06889 -4.17774  -0.2113
49 Br -5.66949 -3.15683 -5.25740  0.0053
50 Br -2.85783 -3.00663 -3.73577  -0.0631
51 Br -4.13877 -0.35921 -5.00444  -0.0030
52 H -5.00727 -1.87209 -3.24546  0.3299
53 C 2.99205 5.93436 -2.47489  -0.4438
54 Br 1.79765 5.47836 -1.02861  0.0900
55 Br 2.50159 5.02648 -4.10883  0.0211
56 Br 3.11678 7.84906 -2.70182  -0.0167
57 H 3.97905 5.58006 -2.20276  0.4389
58 C 1.77131 -7.41285 0.44733  -0.4028
59 Br 0.12975 -6.42853 0.71528  -0.0249
60 Br 1.44199 -9.29618 0.16218  -0.0826
61 Br 2.83825 -6.64478 -0.96898  0.0745
62 H 2.34631 -7.32574 1.36165  0.4376
63 C 6.26689 -7.88866 -2.66166  -0.0077
64 Br 5.86185 -9.54654 -3.56761  -0.0136
65 Br 6.88566 -8.19460 -0.85732  0.0078
66 Br 7.50638 -6.80148 -3.66963  -0.0228
67 H 5.34070 -7.33158 -2.58919  0.0037
68 C -0.67124 5.50841 9.58083  -0.4612
69 Br -1.53356 4.43125 10.93615  -0.0384
70 Br 1.24691 5.27680 9.58896  0.1024
71 Br -1.42089 5.19080 7.82953  0.0800
72 H -0.86724 6.54517 9.82723  0.3599
73 C 2.91557 3.03448 -7.70725  -0.5135
74 Br 2.17780 2.01266 -6.24167  0.1508
75 Br 4.83933 2.87176 -7.81407  -0.0306
76 Br 2.05657 2.57900 -9.37754  0.0469
77 H 2.69428 4.07632 -7.50853  0.3693
78 C -0.66265 6.28574 2.55368  0.5846
79 Br -0.96134 4.49114 1.89452  0.0345
80 Br -0.10587 6.26410 4.39951  0.0724
81 Br 0.55909 7.27099 1.42823  0.0584
82 H -1.61460 6.80427 2.51453  -0.6640
83 C -5.13509 7.39977 2.94300  -0.3461
84 Br -3.64536 8.08815 1.92097  -0.0429
85 Br -6.28810 6.28472 1.86751  -0.0402
86 Br -4.53790 6.48966 4.54199  -0.0132
87 H -5.72282 8.25242 3.26182  0.3790
88 C 6.01145 -11.42221 1.40144  -0.3903
89 Br 7.16059 -12.15781 0.03293  0.0081
90 Br 4.32127 -10.82500 0.67855  0.0987
91 Br 5.76681 -12.65509 2.87202  -0.0447
92 H 6.51260 -10.54831 1.80054  0.3459
93 C -4.17741 2.05511 -8.46701  0.0203
94 Br -4.03794 2.99225 -6.78013  0.0043
95 Br -2.44191 1.60484 -9.18237  0.1916
96 Br -5.32179 0.50399 -8.33409  -0.0182
97 H -4.64439 2.73502 -9.16950  -0.1594
98 C 5.35930 -12.37791 7.10046  0.1810
99 Br 3.49322 -12.11644 7.52884  0.0113
100 Br 6.43606 -10.85852 7.62274  0.0139
101 Br 6.04201 -14.03012 7.83967  -0.0146
102 H 5.42814 -12.46244 6.02044  -0.1925
103 C -5.86429 5.67727 -9.97316  -0.3147
104 Br -5.72449 6.61384 -8.28793  -0.0017
105 Br -4.12415 5.22877 -10.68901  0.0017
106 Br -7.01185 4.12405 -9.84097  -0.0101
107 H -6.33154 6.35672 -10.67552  0.3368
108 C -0.91071 -0.92518 -11.84838  -0.3319
109 Br -0.60339 -2.38913 -10.62611  0.0078
110 Br 0.16616 0.62155 -11.41101  -0.0425
111 Br -0.67616 -1.46937 -13.68880  -0.0385
112 H -1.94624 -0.62616 -11.73384  0.3479
113 C 1.23161 10.60914 -0.67719  -0.0422
114 Br 2.70846 11.53227 -1.51851  -0.0360
115 Br 0.40432 11.68534 0.69901  -0.0512
116 Br -0.06248 9.98283 -1.97227  -0.0145
117 H 1.64272 9.73226 -0.18994  0.0767
118 C 5.89481 12.48784 1.43708  -0.3388
119 Br 4.19465 13.39851 1.54249  0.0017
120 Br 5.67728 10.56651 1.43542  0.0038
121 Br 6.93871 13.09296 -0.07314  -0.0133
122 H 6.44994 12.74441 2.33094  0.3455
123 C -2.94682 9.64541 6.05392  0.2556
124 Br -3.58247 11.47085 6.11337  -0.0326
125 Br -1.18384 9.52419 5.26945  0.0224
126 Br -3.03205 8.79868 7.79159  -0.0060
127 H -3.61856 9.09641 5.40464  -0.2590
128 C 3.05462 -2.23850 -8.59803  -0.3250
129 Br 3.01945 -2.58765 -10.49890  -0.0377
130 Br 3.85117 -0.52466 -8.20568  0.0060
131 Br 1.30551 -2.42847 -7.77939  -0.0036
132 H 3.69243 -2.99192 -8.15256  0.3551
133 C 5.39738 6.84930 10.26512  -0.2994
134 Br 4.53728 5.77137 11.61928  -0.0374
135 Br 7.31559 6.61212 10.27023  -0.0319
136 Br 4.64146 6.53610 8.51386  -0.0263
137 H 5.20456 7.88569 10.51375  0.3700
138 C 4.84884 -13.18105 11.66951  0.2139
139 Br 2.98259 -12.92023 12.09972  -0.0083
140 Br 5.92474 -11.66346 12.19287  -0.0054
141 Br 5.53125 -14.83261 12.40887  -0.0087
142 H 4.91786 -13.26189 10.58847  -0.1892

Record 2
Molecular formula: C35H32BCl5N10O2S3Ti
Method: DFT, ωB97M-V with the def2-TZVPD basis set

Computed properties:
Net charge   -2
Energy above the lowest of the compared OMol25 structures with the same formula, charge and spin   429.8 kcal/mol
2S+1   3
E_LUMO (spin up / spin down)   3.8 / 3.8 eV

Last column: Löwdin spin population.
Positions of all 89 atoms, in Å:
1 Ti 0.08974 -0.69924 -0.14510  0.3633
2 C 1.71669 -1.99235 1.82326  -0.0013
3 C 2.51240 0.07768 -0.84261  0.0176
4 C 3.41134 -0.25549 -1.87081  0.0062
5 C 2.82464 0.23024 -3.00566  -0.0025
6 C 3.29383 0.13013 -4.41988  -0.0002
7 N 1.67878 0.86578 -2.65681  0.0077
8 N 1.52990 0.86397 -1.27985  0.0292
9 B 0.40700 0.71149 -3.49493  0.0009
10 N -0.61935 1.82202 -3.28506  0.0002
11 N -1.00620 2.15419 -2.03288  0.0003
12 C -1.92093 3.09386 -2.14818  0.0000
13 C -2.58917 3.64339 -0.92930  0.0007
14 C -2.14094 3.40184 -3.50887  0.0000
15 C -1.28423 2.57726 -4.20523  0.0001
16 C -1.08448 2.52717 -5.68789  0.0000
17 N -0.20788 -0.73632 -3.12648  0.0031
18 N 0.24890 -1.54300 -2.10995  0.0043
19 C -0.27890 -2.76088 -2.30016  0.0020
20 C 0.06591 -3.91169 -1.41277  0.0046
21 C -1.09246 -2.74628 -3.42807  0.0022
22 C -1.02110 -1.44994 -3.91212  -0.0008
23 C -1.73184 -0.85566 -5.07693  0.0000
24 H 2.37508 -1.98650 -0.17711  -0.0102
25 H 1.62793 -3.05494 1.62999  0.0061
26 H 3.48194 -0.79351 0.96361  -0.0033
27 H 4.31790 -0.83116 -1.77396  0.0003
28 H 4.35425 -0.12114 -4.43662  0.0000
29 H 3.14600 1.07246 -4.94678  -0.0001
30 H 2.74886 -0.64445 -4.96312  -0.0003
31 H 0.70903 0.66353 -4.65886  0.0000
32 H -1.99467 3.39820 -0.05008  0.0003
33 H -3.58309 3.20656 -0.79879  0.0003
34 H -2.70296 4.72754 -0.99127  0.0000
35 H -2.80579 4.14266 -3.92554  0.0000
36 H -1.22560 3.52618 -6.10300  0.0000
37 H -1.80404 1.86541 -6.17426  0.0000
38 H -0.08586 2.18623 -5.95131  0.0000
39 H 0.78518 -3.60845 -0.65395  0.0015
40 H 0.50103 -4.71871 -2.00627  0.0003
41 H -0.82015 -4.28812 -0.90042  0.0011
42 H -1.66441 -3.56110 -3.84083  0.0005
43 H -2.23731 -1.63763 -5.64275  0.0000
44 H -1.03719 -0.33347 -5.73305  0.0000
45 H -2.47691 -0.13412 -4.73512  0.0002
46 Cl -0.74172 2.69169 2.19012  0.0154
47 C 0.91471 2.66093 2.65999  0.0865
48 C 1.83585 1.62061 2.31164  0.0622
49 C 1.57094 0.51898 1.52559  0.3859
50 Cl 2.09870 -0.78458 0.68137  0.0582
51 C 3.07135 2.00935 2.92254  0.0822
52 Cl 4.53302 1.09301 2.83160  0.0141
53 C 2.90627 3.20331 3.59306  0.0730
54 Cl 4.10367 4.06114 4.49352  0.0150
55 C 1.55798 3.61097 3.42860  0.0642
56 Cl 0.86753 5.05385 4.07548  0.0123
57 O -0.98838 -1.96123 0.79330  0.0308
58 N -2.29780 -2.00432 0.51715  0.3869
59 N -2.59003 -1.01223 -0.30830  0.1333
60 O -1.68124 -0.05774 -0.61537  0.0078
61 C -3.85824 -0.85291 -0.82764  0.0144
62 C -4.87939 -1.77038 -0.53568  0.0369
63 C -6.13494 -1.59027 -1.08790  -0.0007
64 C -6.40563 -0.51805 -1.93162  0.0438
65 C -5.38420 0.38268 -2.21795  0.0008
66 C -4.11917 0.22870 -1.68053  0.0307
67 H -4.66668 -2.60246 0.11885  0.0060
68 H -6.91885 -2.30117 -0.85167  -0.0013
69 H -7.39265 -0.38799 -2.35759  0.0033
70 H -5.57250 1.22643 -2.87228  -0.0011
71 H -3.31902 0.92390 -1.89861  0.0025
72 S 6.04240 -4.04616 6.26971  -0.0003
73 C 4.66526 -3.73793 5.38171  -0.0002
74 S 3.91406 -2.17942 5.32494  -0.0001
75 C 2.70811 -2.77098 4.21319  -0.0011
76 N 2.85637 -4.01471 3.92164  0.0020
77 N 3.95379 -4.55418 4.56246  0.0005
78 C 4.21626 -5.91864 4.24587  0.0000
79 C 4.79628 -6.78610 5.16208  0.0000
80 C 4.99711 -8.11344 4.80996  0.0000
81 C 4.62079 -8.58260 3.56150  0.0000
82 C 4.03188 -7.70942 2.65667  0.0000
83 C 3.82719 -6.38215 2.99185  0.0001
84 S 1.45478 -1.73080 3.54742  0.0016
85 H 5.08775 -6.42540 6.13487  0.0000
86 H 5.44731 -8.78505 5.53042  0.0000
87 H 4.78194 -9.61960 3.29482  0.0000
88 H 3.72516 -8.05998 1.67942  0.0000
89 H 3.36304 -5.69806 2.29709  0.0001

Record 3
Molecular formula: CHFIO3S
Method: DFT, ωB97M-V with the def2-TZVPD basis set

Computed properties:
Net charge   -1
Energy above the lowest of the compared OMol25 structures with the same formula, charge and spin   0.0 kcal/mol
2S+1   1
E_LUMO   3.3 eV

Last column: natural (NBO) charge in e.
Positions of all 8 atoms, in Å:
1 C -1.00804 -0.72478 0.74188  0.6625
2 O -1.96896 -1.37467 0.95714  -0.5625
3 O 0.90844 1.42454 0.36723  -0.9280
4 O -0.60508 -0.35577 -0.49879  -0.7025
5 F 1.79455 -0.97338 0.34570  -0.6683
6 S 0.90618 0.38007 -0.59547  1.7201
7 I 0.48586 1.87204 -2.77739  -0.6313
8 H -0.51293 -0.24805 1.45971  0.1100

Record 4
Molecular formula: C9H11O3
Method: DFT, ωB97M-V with the def2-TZVPD basis set

Computed properties:
Net charge   -1
Energy above the lowest of the compared OMol25 structures with the same formula, charge and spin   24.6 kcal/mol
2S+1   1
E_LUMO   3.5 eV

Last column: natural (NBO) charge in e.
Positions of all 23 atoms, in Å:
1 C -1.97851 3.61817 1.47568  -0.7436
2 C -0.60561 3.85354 0.84887  0.7918
3 O 0.11855 2.82974 0.46979  -0.7255
4 O -0.22311 4.99862 0.66092  -0.6844
5 H -2.64543 4.22006 0.86946  0.2234
6 H -1.97713 4.11812 2.44070  0.2146
7 H -2.21798 2.56649 1.58780  0.2354
8 C 0.95024 -3.38736 -2.16810  -0.6179
9 C 1.19582 -0.15836 -0.21212  -0.3500
10 C 1.64494 -1.21591 -1.03824  -0.1974
11 C 0.05332 -0.35409 0.59825  0.4012
12 C 0.93307 -2.41916 -1.02720  -0.1386
13 C -0.35130 -1.70794 0.92147  -0.3271
14 C 0.11089 -2.67844 0.08758  -0.2045
15 O -0.72534 0.62135 0.95798  -0.7782
16 H 1.83143 0.71272 -0.13850  0.2162
17 H 2.44189 -1.05724 -1.74139  0.1894
18 H -0.18694 1.84857 0.95403  0.5002
19 H -1.05165 -1.72355 1.74014  0.2127
20 H 1.17041 -2.97924 -3.16217  0.2034
21 H -0.00396 -3.88135 -2.35241  0.2032
22 H -0.22687 -3.70016 0.20319  0.1827
23 H 1.74326 -4.12456 -1.97572  0.1929

Record 5
Molecular formula: C8H15NO
Method: DFT, ωB97M-V with the def2-TZVPD basis set

Computed properties:
Energy above the lowest of the compared OMol25 structures with the same formula, charge and spin   146.5 kcal/mol
2S+1   1
SMILES   CN1[C@H]2CC[C@H]1CC(O)C2
E_LUMO   0.9 eV

Last column: natural (NBO) charge in e.
Positions of all 25 atoms, in Å:
1 C 1.66353 -0.10849 1.59035  -0.4312
2 C 0.58826 -0.22124 -0.82193  -0.0928
3 C 1.48934 1.01857 -0.92251  -0.3897
4 C 0.42301 1.89483 -0.09548  -0.4568
5 C -0.34917 0.90598 0.74020  -0.0932
6 C -1.64575 0.09056 0.24274  -0.4474
7 C -1.40972 -1.42354 -0.24880  0.1195
8 C -0.08747 -1.53810 -1.21087  -0.3924
9 H 2.43867 -0.87165 1.58080  0.2106
10 H 1.28100 0.05022 2.65050  0.2008
11 H 2.13812 0.86067 1.51989  0.1719
12 H -0.28740 0.33178 -1.10691  0.1935
13 H 2.53817 0.99467 -0.44394  0.2096
14 H 1.63165 1.53707 -1.96214  0.2223
15 H -0.16815 2.47448 -0.79884  0.2213
16 H 1.15152 2.64553 0.41092  0.2279
17 H -0.54980 0.96954 1.90386  0.2146
18 H -2.38404 0.01256 1.20150  0.2206
19 H -2.12412 0.57786 -0.63282  0.2069
20 H -1.23714 -2.28550 0.55658  0.1847
21 H -3.25924 -1.73477 -0.53281  0.4609
22 H 0.51950 -2.47230 -0.99778  0.2086
23 H -0.32272 -1.51447 -2.30297  0.2138
24 N 0.46043 -0.33106 0.72274  -0.4569
25 O -2.49847 -1.86321 -1.04230  -0.7268

Record 6
Molecular formula: C4H14O2
Method: DFT, ωB97M-V with the def2-TZVPD basis set

Computed properties:
Energy above the lowest of the compared OMol25 structures with the same formula, charge and spin   9.7 kcal/mol
2S+1   1
SMILES   CC(C)C.O.O
E_LUMO   0.7 eV

Last column: natural (NBO) charge in e.
Positions of all 20 atoms, in Å:
1 C -1.21633 -1.10826 -0.75425  -0.6057
2 C -1.44395 -1.72703 0.62000  -0.2257
3 C -0.56233 -2.94819 0.79239  -0.6053
4 C -1.24043 -0.70193 1.73992  -0.5986
5 H -1.55829 -0.07043 -0.80117  0.2065
6 H -0.13199 -1.08176 -0.90660  0.2071
7 H -1.66891 -1.60316 -1.61100  0.2067
8 H -2.48326 -2.05527 0.74328  0.1880
9 H -0.87340 -3.59386 1.62309  0.2059
10 H 0.48579 -2.66485 0.88441  0.2022
11 H -0.62898 -3.66752 -0.03182  0.2075
12 H -1.69842 0.26679 1.54283  0.2067
13 H -1.63174 -1.11422 2.67109  0.2042
14 H -0.17932 -0.48875 1.90935  0.1994
15 H 4.35734 5.06952 -1.44391  0.4682
16 H 3.47505 5.40569 -2.59346  0.4656
17 O 3.43646 5.27119 -1.64194  -0.9336
18 H 1.06938 2.56681 -0.21908  0.4663
19 H 1.28059 2.38861 -1.65327  0.4645
20 O 1.21275 1.85660 -0.86984  -0.9300

- What is the 2S+1 in the fifth record?
  1